Record 1
Entry from the Open Molecules 2025 dataset: C22H31N2O2 as an isolated structure (the ωB97M-V functional and the def2-TZVPD basis).

The geometry in XYZ format:
```
57
Properties=species:S:1:pos:R:3:forces:R:3:lowdin_charge:R:1
C -3.916 -0.304 -2.494 2.6 -2.1 -0.8 -0.0799
C -3.518 0.372 -1.256 -1.7 1.7 -0.8 -0.2224
H -2.774 1.259 -1.440 -1.1 -2.1 0.9 0.1794
H -4.535 0.814 -0.916 2.0 -0.5 0.1 0.1675
N -3.129 -0.678 -0.314 0.0 3.9 7.4 -0.2173
C -4.225 -1.598 0.241 -4.8 5.5 -9.3 0.0701
H -5.149 -1.151 0.751 1.6 0.1 -1.2 0.1564
H -4.465 -2.070 -0.810 -0.4 -0.1 2.7 0.1459
H -3.825 -2.168 0.841 4.3 -6.1 5.8 -0.0058
C -2.856 0.327 1.020 -5.2 0.0 -1.0 -0.1604
C -2.666 -0.147 2.357 -0.1 -13.1 -5.3 -0.0310
H -2.438 0.506 2.968 3.0 6.3 5.9 -0.0055
H -1.757 -1.224 2.155 -2.2 3.7 1.4 0.2024
H -3.457 -0.779 2.761 -0.4 0.4 0.0 0.0822
H -3.786 0.989 1.036 0.8 -1.0 -0.5 0.1509
H -2.122 0.990 0.913 3.4 2.3 -2.0 0.0494
C -1.883 -1.384 -0.530 1.4 2.4 -0.2 -0.1253
C -0.837 -0.417 -1.092 1.6 3.2 -0.7 -0.2077
H -0.626 0.714 -0.745 -1.0 -2.6 0.4 0.1489
H -0.987 -0.138 -2.120 -0.9 -0.4 -0.9 0.1025
C 0.504 -1.086 -1.088 1.8 3.1 3.6 -0.0422
C 0.865 -1.024 0.606 8.8 5.1 -10.5 -0.1989
N 0.285 -1.772 1.237 -8.1 -8.5 7.4 0.0333
O 0.391 -1.994 2.690 3.3 2.8 -3.0 -0.0254
H 1.232 -1.379 2.595 -1.3 -1.5 2.8 0.1089
C 2.187 -0.138 0.839 -6.9 -1.4 2.5 -0.5345
C 1.519 1.039 0.587 -2.9 13.8 -5.7 -0.0689
C 0.701 1.926 1.521 4.1 -11.5 1.3 -0.0678
C -0.033 2.948 1.453 -0.5 7.2 -4.5 -0.0947
C 0.297 3.636 0.232 -1.3 2.2 -2.5 -0.0650
C 1.113 3.252 -0.853 -0.9 -7.4 8.5 -0.0038
C 1.689 1.894 -0.721 -2.5 0.3 6.5 0.0722
H 2.411 1.561 -1.330 2.2 -1.2 -2.8 0.0544
H 1.261 3.552 -1.742 0.6 3.6 -5.9 0.0275
H -0.246 4.563 0.000 0.2 -0.1 0.5 0.1034
H -0.556 3.601 2.141 -0.2 -1.0 0.5 0.1278
H 0.531 1.234 2.305 -0.1 -0.1 2.0 0.1037
C 3.390 -0.401 0.352 2.9 -8.1 -9.1 -0.1599
C 3.632 -1.609 -0.484 -7.6 0.5 6.0 -0.0418
C 4.754 -1.762 -1.015 11.5 -6.2 -5.6 -0.2126
C 5.925 -0.985 -0.968 -1.8 4.3 0.5 0.0256
C 5.463 0.385 -0.281 12.2 -4.7 -7.6 -0.0254
C 4.287 0.510 0.121 -2.5 2.1 2.8 -0.1620
H 4.155 1.366 0.595 -1.2 4.6 1.7 0.1105
H 6.257 1.140 -0.588 -1.5 -0.3 1.5 0.1328
H 6.950 -1.160 -1.617 -3.0 0.5 2.2 0.1584
H 5.142 -2.960 -1.523 -1.9 3.5 1.3 0.1929
H 3.036 -2.580 -0.432 0.0 1.9 0.0 0.1577
O 2.414 -0.218 2.141 -5.1 -4.6 4.7 0.1252
H 3.053 0.257 2.502 4.6 3.5 2.2 0.0839
H 1.331 -0.522 -1.640 -1.4 -0.7 0.8 0.1343
H 0.480 -2.060 -1.417 0.0 -2.4 -0.5 0.0858
H -2.020 -1.922 -1.406 -0.4 -2.4 -1.0 0.1173
H -1.437 -1.816 0.391 -0.9 -0.4 -0.9 0.1091
H -4.170 0.394 -3.164 -1.5 2.7 -2.6 0.0526
H -4.730 -0.931 -2.294 -1.2 -1.0 -0.2 0.0647
H -3.115 -0.849 -3.071 -0.5 0.2 1.0 0.1209
```
Forces are in eV/Å.

LUMO   -2.3 eV
Total charge   +1
M   355.50 g/mol
HOMO   -11.026 eV
Spin multiplicity   1

***

Record 2
Entry from the Open Molecules 2025 dataset: a 2-piece molecular cluster, C6H16NO overall (the ωB97M-V functional and the def2-TZVPD basis).

The geometry in XYZ format:
```
24
Properties=species:S:1:pos:R:3:forces:R:3:lowdin_charge:R:1
C -0.841 -0.609 -1.915 -2.1 0.7 4.4 -0.0967
O -1.551 -0.991 -0.641 1.8 -0.3 -1.4 -0.0577
C 0.505 -0.168 -1.665 1.1 0.9 0.6 0.2265
C 1.236 0.310 -0.456 -2.0 1.3 0.7 -0.3653
C 0.391 1.028 0.602 -0.4 -2.2 0.5 -0.0135
C 2.077 -0.759 0.198 0.6 -2.4 -0.8 -0.2036
C 3.235 -0.268 1.079 -0.5 1.8 0.1 -0.0654
N -4.831 0.905 1.226 2.7 -4.3 2.0 0.0082
H -0.825 -1.413 -2.598 -0.2 -1.0 -1.2 0.1377
H -1.548 0.213 -2.229 1.1 -0.4 -0.5 0.2075
H -0.921 -1.556 -0.135 -0.9 0.3 -0.4 0.1025
H 1.120 -0.237 -2.548 0.4 0.1 -0.4 0.1543
H 1.922 1.075 -0.763 0.9 0.2 -1.1 0.1549
H 0.093 1.923 0.164 -1.0 1.7 -0.4 0.0701
H 0.985 1.252 1.513 -0.4 -0.4 -0.6 0.1133
H -0.482 0.355 0.792 0.6 1.1 0.5 0.0965
H 2.516 -1.268 -0.699 -0.1 -0.4 1.1 0.1281
H 1.410 -1.470 0.784 0.8 0.7 -0.9 0.1467
H 3.108 -0.546 2.124 -0.1 0.1 -0.1 0.0881
H 4.140 -0.686 0.726 0.9 -0.7 -0.2 0.0641
H 3.427 0.844 1.018 -0.5 -1.1 0.1 0.1094
H -5.254 0.186 1.860 0.8 0.8 -0.7 0.0321
H -4.370 0.363 0.469 -1.2 1.2 0.4 0.0134
H -5.542 1.517 1.095 -2.2 2.2 -1.7 -0.0512
```
Forces are in eV/Å.

LUMO   -7.3 eV
Total charge   +1
M   118.20 g/mol
HOMO   -12.029 eV
Spin multiplicity   1